85
Properties=species:S:1:pos:R:3:forces:R:3:mulliken_charge:R:1 method="wB97M-V/def2-TZVPD" homo_ev=-12.297 charge=+1 total_energy_ha=-3300.3621 lumo_ha=-0.19087 multiplicity=1
C 2.12237 0.63300 1.62520 0.018 -1.333 -2.362 -0.06
C 2.37218 -0.04560 0.36430 0.762 1.133 3.095 -0.94
N 1.31132 -0.71624 -0.44113 -1.450 0.378 -1.733 0.50
C 1.21891 -2.16511 -0.27005 -2.625 0.502 -2.168 -0.31
C 0.14526 -3.01434 -0.99879 -0.195 3.827 -0.093 0.36
B 0.02987 -4.64892 -0.75708 -0.750 -1.379 0.887 0.55
N 0.46440 -5.56435 -1.87040 -0.303 1.848 1.500 -0.56
O -0.49893 -5.12429 0.50825 2.372 0.825 -2.473 -0.56
C -0.84809 -2.27729 -1.93951 2.437 2.551 2.016 0.95
C -2.04229 -3.01574 -2.72877 -0.288 -1.837 -2.370 -0.16
O -1.85224 -3.61884 -3.79955 -0.294 2.443 4.304 -0.46
O -3.34916 -2.99197 -2.11484 2.039 1.009 -1.086 -0.16
C -4.10789 -1.86664 -2.64324 0.207 2.193 0.417 0.35
Cl -5.28790 -2.37538 -3.98609 1.259 0.355 1.398 -0.17
C -4.85446 -1.01301 -1.49032 -1.336 0.153 -0.005 -0.44
C -5.36883 0.42108 -2.05893 1.080 -0.918 -0.987 -0.29
C -0.68079 -0.72813 -2.08504 1.569 -1.724 1.841 -0.46
C 0.44006 0.04630 -1.30139 -2.122 -4.002 -1.251 -0.20
C 0.47959 1.62543 -1.50221 -1.021 0.636 -1.302 0.79
F -0.34598 2.22253 -0.52213 2.605 -1.069 -2.142 -0.20
F -0.15433 1.89712 -2.76307 1.695 -0.623 3.192 -0.27
F 1.77157 2.18167 -1.59477 -3.301 -1.350 0.862 -0.20
H 2.65881 0.20156 2.55309 0.223 1.948 -1.772 0.23
H 1.43872 1.54418 1.71012 -0.114 -2.285 0.386 0.14
H 3.45437 -0.01133 -0.00891 -1.636 -1.580 0.649 0.35
H 1.97398 -2.67402 0.42940 -1.270 1.283 -1.150 0.37
H -0.12948 -5.39160 -2.71019 0.847 -0.259 0.565 0.31
H 1.43770 -5.25583 -2.08609 -1.016 -0.560 -0.549 0.28
H -0.03641 -5.97556 0.70976 -0.979 0.538 -0.396 0.33
H -3.32910 -1.14626 -3.11012 -1.570 -1.109 0.292 -0.15
H -4.18410 -0.81144 -0.58454 -0.651 -0.705 -1.414 0.25
H -5.81436 -1.56008 -1.14356 1.880 0.517 -0.381 0.25
H -4.52907 0.78301 -2.78321 -1.941 -0.501 1.577 -0.31
H -5.50694 1.20147 -1.23960 0.035 -1.304 -1.019 0.35
H -6.33282 0.22806 -2.66325 1.570 0.621 0.999 0.28
H -1.43916 -0.19747 -2.77026 1.631 -0.547 1.335 0.29
C -3.55910 3.37163 -5.49302 -0.172 0.181 -0.285 -0.80
N -3.66577 2.27305 -4.49743 -0.257 -0.129 -0.209 0.82
O -4.40181 1.33798 -4.76970 0.743 0.489 -0.011 -0.49
O -3.00482 2.38767 -3.47443 -0.155 -0.288 -0.424 -0.46
H -4.19551 3.13654 -6.34427 0.072 -0.063 0.198 0.32
H -3.88865 4.28916 -5.00654 0.165 -0.089 0.004 0.30
H -2.51537 3.43817 -5.79805 -0.090 0.057 0.158 0.28
C -0.69638 3.08599 4.73514 -0.295 0.017 0.233 -0.77
N 0.41143 2.26929 4.17395 -0.114 -0.069 0.176 0.89
O 0.37296 1.06284 4.36085 0.367 0.509 -0.293 -0.50
O 1.28533 2.86707 3.56356 -0.259 -0.431 0.195 -0.50
H -1.39399 2.42596 5.24752 0.194 0.014 -0.109 0.31
H -0.25754 3.80004 5.43208 0.014 0.007 -0.170 0.28
H -1.18449 3.59321 3.90355 0.171 0.047 0.089 0.29
C 3.38792 4.58127 -3.23460 -0.273 -0.233 0.030 -0.35
N 4.76102 4.95745 -2.80882 0.426 0.167 0.094 0.89
O 5.29940 4.25415 -1.96731 -0.174 0.337 -0.364 -0.53
O 5.24891 5.94328 -3.33310 -0.243 -0.590 0.339 -0.53
H 3.08320 3.68994 -2.68854 0.197 0.239 -0.097 -0.03
H 2.73065 5.41879 -3.00317 0.118 -0.027 -0.150 0.29
H 3.41763 4.38590 -4.30600 -0.009 0.175 0.094 0.29
C -4.64470 -5.50786 -0.40168 0.062 -0.296 -0.256 -0.48
N -5.63963 -4.85511 0.48817 -0.391 -0.046 0.180 0.91
O -6.72391 -5.39867 0.61104 0.561 0.446 0.028 -0.53
O -5.29449 -3.81690 1.03242 -0.193 -0.407 -0.242 -0.54
H -5.08341 -6.41439 -0.81513 -0.032 0.160 0.141 0.33
H -4.40059 -4.80119 -1.19469 0.028 -0.068 0.214 0.06
H -3.76868 -5.74430 0.20189 -0.050 0.161 -0.059 0.28
C 4.27295 1.47308 5.55819 -0.153 -0.210 -0.296 -0.47
N 4.16776 2.52964 6.59687 -0.001 0.224 0.239 0.91
O 3.12874 3.17118 6.63719 0.470 -0.180 0.125 -0.51
O 5.12780 2.67800 7.33293 -0.607 0.013 -0.370 -0.54
H 3.34888 1.45689 4.98189 0.087 0.107 0.146 0.01
H 5.12109 1.72070 4.92066 -0.001 -0.068 0.182 0.30
H 4.42601 0.52283 6.06869 0.126 0.147 -0.024 0.31
C 4.54323 -6.49209 -4.63348 0.374 0.049 0.145 -0.70
N 3.12955 -6.14559 -4.33225 -0.323 -0.209 -0.302 0.82
O 2.91566 -5.46184 -3.33869 0.217 -0.099 -0.432 -0.60
O 2.28442 -6.56828 -5.09775 0.410 0.411 0.650 -0.50
H 5.18293 -6.05060 -3.87139 -0.189 -0.038 -0.081 0.31
H 4.62434 -7.57845 -4.62339 -0.075 0.123 -0.135 0.29
H 4.77830 -6.08675 -5.61696 -0.104 -0.163 0.051 0.28
C 3.00368 6.15297 8.57377 0.343 -0.003 0.138 -0.59
N 1.57722 6.45998 8.85659 -0.209 0.194 0.234 0.85
O 1.33327 7.13456 9.84265 -0.071 -0.393 -0.586 -0.52
O 0.75115 6.01101 8.07584 0.275 0.224 0.374 -0.52
H 3.62164 6.61208 9.34342 -0.210 -0.016 -0.076 0.31
H 3.11497 5.06921 8.58524 -0.047 0.119 -0.191 0.22
H 3.24000 6.56455 7.59325 -0.088 -0.179 0.049 0.25